[1]
Computed, not measured: a 2-piece molecular cluster, C3H8O overall at a distorted geometry, with ωB97M-V/def2-TZVPD.

Atoms and positions in Å:
C -0.669 0.286 0.355
O -1.732 0.344 -0.492
C 0.589 0.359 -0.354
C 1.584 -0.668 0.203
H -0.732 0.923 1.257
H -0.432 -1.593 1.503
H -0.653 -0.886 0.766
H 0.478 0.029 -1.417
H 0.839 1.486 -0.435
H 1.353 -0.621 1.304
H 1.415 -1.684 -0.245
H 2.565 -0.270 -0.022

* energy above the lowest of the compared OMol25 structures with the same formula, charge and spin: 4.994 eV
* HOMO: -0.35110 Eh
* Kohn-Sham gap: 8.25 eV
* net charge: 0

=====

[2]
Computed, not measured: one molecule with the formula C3H8O at a distorted geometry, with ωB97M-V/def2-TZVPD.

Atoms and positions in Å:
C 0.773 -0.959 -0.462
C 0.093 -0.454 -1.458
C -0.494 1.082 1.195
H 0.549 -1.789 0.221
H 1.862 -0.754 -0.490
H -1.024 -0.850 -1.615
H 0.599 0.267 -2.151
H -0.598 -0.717 0.378
H 0.060 2.021 0.922
H -1.541 1.392 1.269
H -0.075 0.596 2.075
O -0.206 0.164 0.115

* energy above the lowest of the compared OMol25 structures with the same formula, charge and spin: 8.834 eV
* HOMO: -0.20993 Eh
* Kohn-Sham gap: 6.47 eV
* net charge: 0

=====

[3]
Computed, not measured: a 2-piece molecular cluster, C3H8O overall, with ωB97M-V/def2-TZVPD.

Atoms and positions in Å:
H 1.471 -2.602 -0.361
H 1.951 -2.056 -0.196
C -1.528 0.491 0.010
C -0.077 0.328 -0.450
C 0.949 0.479 0.649
O 1.998 -0.113 0.740
H -1.622 1.279 0.767
H -1.938 -0.430 0.438
H -2.163 0.773 -0.835
H 0.079 -0.596 -1.016
H 0.173 1.161 -1.122
H 0.707 1.286 1.374

* SMILES: [H][H].CCC=O
* energy above the lowest of the compared OMol25 structures with the same formula, charge and spin: 1.294 eV
* HOMO: -0.36255 Eh
* Kohn-Sham gap: 10.82 eV
* net charge: 0

=====

- HOMO of number 2 (C3H8O)?
  -0.20993 Eh

=====

- Among the records above, which one has the lowest HOMO?
  number 3